No. 1
Here is 2 unconnected molecules or ions with the total composition C8H12N6 from OMol25. Energies are from ωB97M-V/def2-TZVPD.

The LUMO energy is 0.8 eV. Its HOMO-LUMO gap is 10.11 eV. The strongest force on any atom comes out at 4.16 eV/Å.

XYZ file:
```
26
Properties=species:S:1:pos:R:3:forces:R:3
C 2.96121 -1.04346 1.14996 -1.86 1.44 -1.75
C 2.19210 -1.88538 0.26695 1.28 0.97 -0.60
C 2.90820 0.23362 0.62160 -0.64 -3.61 -1.96
C 2.19559 0.93738 -1.69188 -0.16 -0.27 1.55
C -1.10879 0.14034 -1.65490 -2.48 -0.19 0.01
C -2.46134 1.38190 0.23936 2.73 1.43 -1.09
C -2.16662 -1.11106 0.41153 -0.38 1.04 1.25
C -1.51059 0.17421 -0.11523 -0.30 1.53 -1.42
N 1.87743 -1.16664 -0.83325 -0.06 -2.12 0.78
N 2.01254 1.70406 -2.51885 0.10 0.44 -0.70
N 0.36681 0.96544 2.64832 -0.24 0.13 0.11
N -0.01169 0.74437 1.60510 0.48 0.31 3.16
N 2.31295 0.08999 -0.63716 0.49 -0.49 0.90
N -0.21815 0.50997 0.47156 0.31 -0.87 -2.49
H 3.38340 -1.21338 2.07899 0.54 -0.69 1.59
H 2.05251 -2.99921 0.41287 -0.19 1.74 -0.68
H 3.23797 1.11159 1.00611 0.96 2.49 0.73
H -1.80843 -0.53005 -2.21203 0.51 0.19 0.52
H -1.24320 1.09632 -2.20181 0.44 -0.20 0.79
H -0.11329 -0.24024 -1.75426 0.34 -0.18 -0.14
H -3.14438 1.55336 -0.60607 -0.38 -0.11 0.95
H -2.77022 1.35281 1.26302 -1.28 -0.68 0.36
H -1.81242 2.32218 0.35845 -0.68 -1.06 -0.97
H -3.18581 -0.75877 0.69875 0.72 -0.74 0.39
H -2.36596 -1.88649 -0.29244 0.51 -0.57 -0.69
H -1.57984 -1.48287 1.28533 -0.76 0.06 -0.56
```
Positions in Å, forces in eV/Å.

***

No. 2
Here is 2 unconnected molecules or ions with the total composition C8H12NO5P from OMol25. Energies are from ωB97M-V/def2-TZVPD.

The charge is -2. The LUMO energy is 5.2 eV. Its HOMO-LUMO gap is 4.32 eV. The strongest force on any atom comes out at 2.99 eV/Å.

XYZ file:
```
27
Properties=species:S:1:pos:R:3:forces:R:3
C 2.01358 -2.56291 0.48253 0.07 0.91 1.76
C -4.27988 -1.50500 -1.18532 0.38 1.48 0.82
C -2.67794 -1.15587 1.20560 -0.26 -1.82 0.11
C 2.17175 -0.01827 -1.82539 -0.13 0.20 0.43
C 0.94526 0.14118 2.52410 -0.38 -0.41 2.00
C 0.87944 -0.57549 -1.23676 -1.29 -0.50 1.28
C 0.53604 0.03749 0.10253 -1.62 2.09 -1.38
C 1.52510 -0.21386 1.17734 1.32 0.58 0.35
N 1.92593 -1.60448 1.20455 0.27 -0.62 -0.43
O -4.58849 -1.69737 -2.35461 -0.56 -0.31 0.03
O -1.62222 -1.43252 1.83545 0.37 0.64 0.27
O 2.22094 -3.61950 0.02772 0.10 -0.72 -0.82
O -5.22926 -1.01261 -0.29470 -0.27 -0.96 -1.98
O -3.78098 -0.88300 1.76954 -0.08 0.53 0.04
P -2.52957 -1.59332 -0.61445 -0.61 0.03 -0.04
H 2.06511 1.11688 -1.95880 0.26 -1.62 0.03
H 3.11149 -0.24766 -1.23518 -1.08 0.23 -0.63
H 2.15826 -0.55701 -2.75804 0.98 0.34 -0.87
H 0.03211 -0.52186 2.68353 0.65 1.25 -0.39
H 1.64677 -0.20724 3.34675 -0.44 0.75 -0.82
H 0.72193 1.26017 2.64697 0.21 -1.67 -0.29
H 0.79174 -1.66784 -1.00034 0.66 0.58 -1.03
H 0.00370 -0.43259 -1.90400 0.60 0.12 0.22
H 0.50431 1.14511 -0.11700 0.08 -0.61 0.61
H -0.50420 -0.20974 0.42088 0.93 -0.21 -0.15
H 2.48140 0.37744 1.00454 -0.90 -0.55 0.10
H -4.81470 -0.98661 0.59768 0.74 0.26 0.79
```
Positions in Å, forces in eV/Å.

***

No. 3
Here is a gas-phase ion, C8H12NS (charge +1) from OMol25. Energies are from ωB97M-V/def2-TZVPD.

The charge is +1. The LUMO energy (alpha / beta) is -2.9 / -6.2 eV. Its HOMO-LUMO gap (alpha / beta) is 7.05 / 6.83 eV. As for the spin multiplicity: 3. The expectation value of S² is 2.047. The strongest force on any atom comes out at 3.65 eV/Å.

XYZ file:
```
22
Properties=species:S:1:pos:R:3:forces:R:3
C -0.36804 -0.12649 -0.45764 0.86 -1.95 -1.80
C 0.31849 -0.32047 0.77291 1.25 -0.62 3.38
C -0.04528 -2.30723 -1.67781 1.21 -1.02 -1.56
C 1.93518 -1.36714 2.32489 -0.17 -0.12 2.31
C -0.11727 -0.97111 -1.56893 -1.12 2.46 -0.44
C 1.33830 -1.24033 1.12270 -1.92 1.74 -2.23
C -1.69779 1.20336 0.89195 1.00 -2.46 0.03
C -0.19567 2.39491 -0.89543 0.46 1.95 0.58
N -1.07059 1.13735 -0.53944 -0.76 1.48 -0.94
S -0.23268 0.91649 1.88378 0.14 -0.37 0.69
H 0.16640 -2.71145 -2.67726 -0.22 0.39 0.30
H 0.01542 -3.10617 -0.97161 -0.43 0.21 1.03
H 2.86364 -1.84902 2.44725 0.90 -0.74 -0.28
H 1.50216 -1.14086 3.30565 -0.18 0.53 -0.63
H -0.02781 -0.34860 -2.47687 -0.42 -0.75 -0.12
H 1.70435 -1.79037 0.27655 0.44 -0.19 -0.19
H -2.11770 2.07669 1.31356 -0.77 1.30 -0.71
H -2.36534 0.29963 0.95689 0.42 1.17 -0.20
H -0.08430 2.78703 -1.98169 -0.86 -1.56 1.58
H -0.51113 3.32248 -0.27021 0.12 -1.86 -0.97
H 0.80086 2.13184 -0.53025 -0.18 0.09 -0.19
H -1.81123 1.00945 -1.24898 0.25 0.33 0.36
```
Positions in Å, forces in eV/Å.

***

No. 4
Here is 2 unconnected molecules or ions with the total composition C8H12O2P from OMol25. Energies are from ωB97M-V/def2-TZVPD.

The charge is -1. The LUMO energy is 3.5 eV. Its HOMO-LUMO gap is 6.09 eV. The strongest force on any atom comes out at 12.77 eV/Å.

XYZ file:
```
23
Properties=species:S:1:pos:R:3:forces:R:3
C 1.52301 -1.39617 -0.81853 -10.39 -4.15 6.16
C 0.45780 -1.96794 -0.61247 0.65 1.94 0.82
C 0.51162 1.51008 -2.17190 -1.10 -1.11 1.35
C 0.30034 1.36680 -0.96342 -0.40 1.50 -2.43
C -0.96277 -2.25955 -0.29450 0.17 1.48 -0.04
C 0.81194 1.69525 -3.60999 2.58 -1.31 1.50
C 0.17483 -0.32605 2.76610 0.72 -0.34 1.48
C -1.19230 0.10892 2.38538 0.34 1.18 -2.24
O -0.06343 3.17285 1.21400 -0.72 3.29 -0.22
O -1.13090 0.92267 1.18091 0.31 -0.69 0.34
P 0.37046 1.83750 0.82156 0.38 -3.62 1.04
H 2.19834 -1.23184 -1.38212 8.96 2.61 -6.41
H -1.12129 -2.69689 0.69148 0.14 -0.06 -0.12
H -1.22874 -2.92560 -1.06507 -0.81 -1.33 -0.71
H -1.67488 -1.38024 -0.42431 1.37 -0.63 0.35
H 1.52449 0.83966 -3.96701 -1.00 1.53 0.59
H 0.00129 1.69785 -4.32093 -0.39 0.60 0.10
H 1.41587 2.61350 -3.42111 -0.37 -0.20 -1.68
H 0.75491 -0.52063 1.88231 0.54 0.20 -0.13
H 0.69217 0.29491 3.54035 -0.26 -0.03 -1.17
H 0.07314 -1.25913 3.25872 -0.09 -1.38 0.73
H -1.62363 0.66578 3.19980 -0.65 0.26 0.34
H -1.81226 -0.76173 2.11074 0.00 0.27 0.33
```
Positions in Å, forces in eV/Å.

***

Values of DFT total energy, in order: -17426.5030; -29506.7843; -20803.9268; -21870.0055, all in eV.
Values of relative energy (zero: lowest compared OMol25 entry of this formula, charge and spin), in order: 85.7; 45.6; 43.9; 120.0, all in kcal per mole.